Entry 1:
The following is a DFT calculation (the ωB97M-V functional and the def2-TZVPD basis) of a 2-piece molecular cluster, C4H7BrF4N2 overall at a distorted geometry.

Properties
Total charge = 0
Energy = -3239.12179 Eh
Strongest force on any atom = 12.3 eV/A
2S+1 = 3

Atoms and positions in Å:
C (-2.479580, 0.355286, 0.597896)
C (-1.833610, -0.540730, -0.464368)
C (-0.306490, -0.146141, -0.655774)
C (0.593570, -0.904299, 0.242952)
N (1.072923, -0.398568, 1.291096)
N (2.859716, 1.145517, -0.504107)
F (2.313832, 2.137462, 0.226838)
F (1.857901, -1.168578, 2.103164)
F (3.908816, 0.736364, 0.257803)
F (3.485447, 1.888293, -1.491902)
Br (1.120972, -2.660725, -0.417658)
H (-3.383952, -0.296659, 1.042554)
H (-1.884353, 0.435642, 1.409113)
H (-2.909766, 1.162038, 0.201567)
H (-1.775109, -1.601438, -0.299311)
H (-2.247924, -0.547872, -1.395487)
H (-0.208733, -0.529967, -1.744928)
H (-0.183666, 0.934379, -0.399445)

Forces on atoms 1 to 6 (eV/Å):
C -2.983 -6.865 -0.328
C 2.191 0.595 2.207
C -0.611 -0.822 -0.570
C -4.391 -6.751 -9.355
N 5.261 6.108 8.935
N 0.174 0.157 -0.650

Computed Mulliken charges, given in elementary charges: -1.28, -0.63, -0.49, 0.42, -0.30, 0.42, -0.13, -0.11, -0.15, -0.19, -0.12, 0.28, 0.44, 0.37, 0.38, 0.49, 0.34, 0.25

Entry 2:
The following is a DFT calculation (the ωB97M-V functional and the def2-TZVPD basis) of one molecule with the formula C4H7BrN2 at a distorted geometry.

Properties
Total charge = 0
Energy = -2839.92452 Eh
Strongest force on any atom = 4.7 eV/A
2S+1 = 3

Atoms and positions in Å:
C (-1.878579, 0.847956, -0.024143)
C (-0.133963, -0.305251, 1.178046)
C (0.159122, -0.066105, -1.243127)
C (-0.411991, 0.611181, 0.002746)
N (-2.412486, 2.035572, -0.623834)
N (-2.425295, 2.013200, 0.599918)
Br (-3.086435, -0.639431, 0.024725)
H (-0.231566, -1.351735, 0.721581)
H (-0.697685, 0.068274, 1.973545)
H (0.880360, -0.104744, 1.425356)
H (1.237919, 0.398470, -1.410537)
H (-0.494831, 0.214148, -2.174626)
H (0.392924, -1.089185, -1.197786)
H (-0.036375, 1.673149, 0.028726)

Forces on atoms 1 to 6 (eV/Å):
C 0.109 -2.507 -0.392
C 1.101 -0.447 -2.055
C 1.126 3.686 -2.731
C -0.189 0.197 -0.831
N -0.429 1.333 -4.057
N -0.576 1.373 4.126

Computed Mulliken charges, given in elementary charges: 0.52, -1.60, -1.25, 0.63, -0.35, -0.37, -0.11, 0.39, 0.47, 0.38, 0.28, 0.32, 0.38, 0.29

Entry 3:
The following is a DFT calculation (the ωB97M-V functional and the def2-TZVPD basis) of an isolated ion of composition C4H7BrNO and charge +1 at a distorted geometry.

Properties
Total charge = +1
Energy = -2860.16933 Eh
Strongest force on any atom = 3.4 eV/A
2S+1 = 1

Atoms and positions in Å:
C (-0.093047, 1.876690, -0.645194)
C (-0.597261, 1.458416, -1.729229)
C (0.104467, 1.053887, 0.600746)
C (-0.254677, -1.187167, -0.858390)
N (0.103008, -0.639866, 0.428834)
O (0.702805, -1.768222, -1.596184)
Br (-0.831737, 1.892595, -3.488492)
H (0.240445, 2.828176, -0.521884)
H (1.023518, 1.293738, 1.196245)
H (-0.711519, 1.263872, 1.338357)
H (-1.254533, -0.908909, -1.225323)
H (1.063838, -0.786465, 0.740563)
H (-0.593115, -0.937051, 1.207160)
H (0.441334, -2.106522, -2.498014)

Forces on atoms 1 to 6 (eV/Å):
C 0.478 -2.331 2.141
C -0.864 -1.833 -2.752
C -0.610 -0.180 1.488
C -0.961 0.384 -0.898
N -1.022 1.986 1.035
O 0.004 0.087 -0.072

Computed Mulliken charges, given in elementary charges: 0.26, -0.62, -0.49, -0.36, -0.24, -0.46, 0.03, 0.46, 0.39, 0.28, 0.55, 0.37, 0.42, 0.40

Entry 4:
The following is a DFT calculation (the ωB97M-V functional and the def2-TZVPD basis) of a 2-piece molecular cluster, C4H7BrO2 overall at a distorted geometry.

Properties
Total charge = 0
Energy = -2881.03537 Eh
Strongest force on any atom = 3.4 eV/A
2S+1 = 1

Atoms and positions in Å:
C (0.051916, 2.757898, -0.446218)
C (-0.013280, -0.703645, 1.256207)
C (-0.328445, -0.438107, -1.281966)
C (-0.747723, -0.149164, 0.100706)
O (-0.113998, 2.580540, -1.628055)
O (-0.080166, 1.994287, 0.541862)
Br (-2.548188, 0.226494, 0.358636)
H (0.392202, 3.780180, -0.088064)
H (1.057251, -0.590606, 1.112676)
H (-0.240313, -1.770388, 1.352482)
H (-0.305478, -0.208941, 2.179742)
H (-0.700843, 0.302340, -1.984381)
H (0.753686, -0.498780, -1.359250)
H (-0.755897, -1.406637, -1.568987)

Forces on atoms 1 to 6 (eV/Å):
C 0.700 2.245 0.135
C 0.027 0.275 0.269
C 0.022 0.125 -0.305
C 0.319 1.680 0.295
O -0.295 -0.592 -1.057
O -0.609 -3.256 0.823

Computed Mulliken charges, given in elementary charges: 0.12, -1.20, -1.18, 0.78, -0.55, -0.49, 0.04, 0.33, 0.31, 0.37, 0.39, 0.41, 0.32, 0.36

Entry 5:
The following is a DFT calculation (the ωB97M-V functional and the def2-TZVPD basis) of one molecule with the formula C4H7Cl at a distorted geometry.

Properties
Total charge = 0
Energy = -616.74169 Eh
Strongest force on any atom = 3.5 eV/A
SMILES = ClCC1CC1
2S+1 = 1

Atoms and positions in Å:
Cl (-2.902074, -0.112508, -0.236283)
C (-1.251417, 0.224451, 0.452815)
C (-0.210475, -0.135338, -0.580960)
C (1.079911, 0.633918, -0.304443)
C (1.048663, -0.779518, 0.103729)
H (-1.209378, -0.169174, 1.472503)
H (-1.237899, 1.201193, 0.717914)
H (-0.559343, -0.452456, -1.620321)
H (1.672282, 0.877913, -1.142514)
H (1.132857, 1.412144, 0.451224)
H (0.909943, -1.160548, 1.110470)
H (1.526927, -1.540078, -0.424135)

Forces on atoms 1 to 6 (eV/Å):
Cl 0.302 0.071 0.468
C -1.363 -2.219 -0.731
C 1.224 -0.460 1.023
C -0.249 -0.081 -0.002
C -1.881 -0.331 0.010
H 0.207 -1.222 -0.495

Computed Mulliken charges, given in elementary charges: -0.24, -0.61, -0.03, -0.57, -0.58, 0.36, 0.37, 0.36, 0.26, 0.21, 0.21, 0.25

Entry 6:
The following is a DFT calculation (the ωB97M-V functional and the def2-TZVPD basis) of a 2-piece molecular cluster, C4H7Cl2N2O overall at a distorted geometry.

Properties
Total charge = +1
Energy = -1261.33717 Eh
Strongest force on any atom = 3.5 eV/A
2S+1 = 1

Atoms and positions in Å:
C (-0.053421, -0.405724, 0.154352)
C (1.598015, 0.590021, -0.863039)
C (-1.488250, -0.784077, 0.504408)
C (1.194997, 2.838555, -0.225215)
N (0.299726, 0.244319, -0.956065)
N (1.012697, -0.660815, 0.891445)
O (2.060512, -0.109621, 0.218069)
Cl (1.957018, 2.783181, 1.336231)
Cl (-0.561841, 2.762335, 0.013609)
H (2.311993, 0.673076, -1.613567)
H (-1.984410, -1.603960, -0.191991)
H (-2.102116, 0.183748, 0.441154)
H (-1.387596, -1.134421, 1.491890)
H (1.593159, 3.769920, -0.816543)
H (-0.371902, 0.620701, -1.621183)
H (1.317294, -0.911003, 1.843683)

Forces on atoms 1 to 6 (eV/Å):
C -2.388 -0.938 0.125
C 0.085 2.842 2.098
C -0.277 0.632 -2.307
C 0.976 -0.753 -0.675
N -1.453 -1.437 0.016
N -0.243 0.817 -0.875

Computed Mulliken charges, given in elementary charges: 0.46, -0.30, -0.97, -0.17, 0.04, 0.05, -0.21, -0.12, -0.14, 0.41, 0.33, 0.28, 0.34, 0.38, 0.32, 0.28

- Look up the total charge of the first one.
  0

- Which value of 2S+1 does entry 2 give?
  3

- What is the formula in the first record?
  C4H7BrF4N2